No. 1
Density functional theory data (ωB97M-V/def2-TZVPD) for a structure of composition C4H4CrO.

Structure (XYZ):
```
10
Properties=species:S:1:pos:R:3:forces:R:3
H -0.333 0.970 -0.965 2.1 -0.3 0.5
C 1.312 1.389 1.792 0.0 0.2 -0.1
C 0.878 0.790 0.793 0.0 0.6 0.7
C 0.370 0.147 -0.350 -2.1 0.6 -1.5
C -0.995 -0.469 -0.260 1.4 -2.0 2.1
O -1.359 -1.337 -1.062 -0.3 0.6 0.0
H 1.691 1.972 2.627 0.1 0.0 0.1
H 1.121 -0.416 -0.931 -0.4 0.6 -0.2
H -1.567 -0.359 0.682 -0.5 0.7 -0.6
Cr -1.118 -2.687 -2.324 -0.3 -0.9 -0.9
```
Forces are in eV/Å.

The total charge is +3. As for the expectation value of S²: 8.762. The spin multiplicity is 6. The HOMO energy (alpha / beta) is -0.9260 / -0.9207 Eh.

No. 2
Density functional theory data (ωB97M-V/def2-TZVPD) for a cluster of 13 separate species, C7H36O13 in total.

Structure (XYZ):
```
56
Properties=species:S:1:pos:R:3:forces:R:3
C -2.612 -0.363 -2.176 -1.3 -0.9 2.1
C -1.352 -0.972 -2.797 0.0 -2.1 1.2
C -0.455 -1.070 -1.576 -0.9 3.0 -3.4
C -0.048 -2.202 -1.043 2.0 -3.5 4.0
C 0.618 -2.216 0.277 -0.6 -1.2 -1.6
C 0.176 -1.550 1.399 2.2 1.5 1.5
O 1.051 -1.343 2.433 -0.9 -0.8 -0.4
C 0.069 0.217 -1.105 -1.5 1.9 -0.1
H -3.472 -1.074 -2.263 0.6 0.8 -0.2
H -2.804 0.551 -2.687 -0.6 0.8 0.1
H -2.542 -0.186 -1.020 0.0 -0.3 -2.4
H -0.965 -0.318 -3.561 0.3 0.1 -0.2
H -1.630 -1.990 -3.203 0.7 1.1 0.2
H -0.043 -3.203 -1.511 -0.2 0.8 -0.2
H 1.423 -2.961 0.337 -0.2 0.4 0.4
H -0.761 -1.028 1.427 -0.5 0.2 0.2
H 0.809 -0.896 3.309 -0.6 -0.6 -2.0
H 1.045 0.165 -0.713 1.2 -0.4 -0.1
H -0.474 0.540 -0.198 -0.4 0.0 -0.3
H -0.057 1.111 -1.829 -0.1 -1.9 1.4
H 3.025 1.738 2.163 -0.5 0.2 0.2
H 1.750 0.684 2.087 1.7 1.1 0.2
O 2.724 0.851 1.947 -1.4 -0.9 -0.3
H -0.667 1.731 3.466 -0.4 1.8 0.8
H -0.053 1.768 1.944 -1.3 -0.3 2.7
O -0.280 1.218 2.792 1.8 -1.8 -3.0
H -2.356 2.567 0.527 -0.9 1.9 1.4
H -2.743 1.220 0.013 1.4 1.5 0.1
O -1.993 1.918 -0.018 -1.0 -3.1 -1.1
H -3.990 -0.867 0.898 0.2 -1.5 0.6
H -4.691 0.391 1.477 -0.6 0.3 1.4
O -4.231 0.025 0.753 0.4 1.2 -2.5
H 2.775 -0.510 -2.551 0.7 -0.1 0.4
H 1.452 -1.047 -3.061 0.1 -0.1 -0.2
O 2.038 -0.288 -3.125 -0.2 -0.1 -0.3
H -0.734 3.848 1.411 -0.2 0.0 -1.0
H 0.654 3.029 0.947 -0.9 1.3 -0.8
O 0.138 3.537 1.617 1.5 -0.7 0.9
H 3.642 -0.552 1.916 1.9 0.1 -0.4
H 3.584 -1.932 1.849 0.6 -1.2 0.2
O 4.304 -1.301 1.716 -2.5 0.8 0.5
H -2.202 -2.686 1.283 -0.1 -0.2 -0.4
H -2.508 -2.653 -0.241 1.1 0.3 -1.8
O -2.870 -2.803 0.596 -1.3 -0.2 2.3
H 1.315 1.285 -3.031 0.2 -0.9 -0.1
H 1.420 2.506 -3.817 0.1 0.8 -0.4
O 0.989 2.190 -3.024 0.0 0.3 -0.3
H -3.064 -0.345 3.678 -2.1 -4.3 4.5
H -1.819 0.260 3.102 0.5 0.1 -0.1
O -2.773 0.235 3.100 1.4 4.1 -4.2
H 5.122 -0.830 -0.821 1.4 0.7 -0.4
H 4.068 -1.413 -0.009 0.5 0.3 -2.1
O 4.306 -1.257 -1.007 -2.0 -0.8 2.0
H 2.242 1.607 -0.177 0.7 -0.4 0.4
H 1.645 2.262 -1.441 0.0 0.8 1.0
O 1.807 2.401 -0.464 -0.4 0.2 -0.6
```
Forces are in eV/Å.

The total charge is +1. Its energy relative to the best compared isomer or geometry (same formula, charge and spin) is 36.6 kJ/mol. As for the expectation value of S²: 0.765. The spin multiplicity is 2. The HOMO energy (alpha / beta) is -0.5012 / -0.5089 Eh.

No. 3
Density functional theory data (ωB97M-V/def2-TZVPD) for a structure of composition C23H36CoN4O3S.

Structure (XYZ):
```
68
Properties=species:S:1:pos:R:3:forces:R:3
Co 0.571 0.369 0.624 -0.5 0.2 0.1
O -4.075 -4.688 3.515 0.1 0.0 0.1
C -2.863 -5.105 3.136 -0.2 0.0 -0.6
O -2.571 -6.259 3.092 0.1 0.0 0.2
C -1.889 -4.069 2.605 0.1 0.0 0.2
C -0.537 -4.411 2.670 0.0 0.0 0.0
C 0.426 -3.570 2.151 0.0 0.0 0.0
C 0.027 -2.392 1.515 0.1 0.0 0.0
C -1.317 -2.034 1.454 0.0 -0.1 0.0
C -2.273 -2.875 2.009 -0.1 0.0 0.0
N 0.979 -1.498 0.950 -0.1 0.1 0.0
C 2.166 -1.817 0.606 0.0 0.1 0.0
C 3.021 -0.706 0.206 0.1 0.0 0.0
C 4.354 -0.828 -0.127 0.0 0.0 0.0
C 5.085 0.323 -0.412 0.0 0.0 0.0
C 4.453 1.551 -0.346 0.0 0.0 0.0
C 3.108 1.609 -0.012 0.0 0.0 0.0
N 2.404 0.506 0.253 0.2 -0.1 -0.2
H -4.128 -3.733 3.631 0.0 0.0 0.1
H -0.265 -5.349 3.134 0.0 0.0 0.0
H 1.471 -3.831 2.260 0.0 0.0 0.0
H -1.640 -1.146 0.921 0.0 0.0 0.0
H -3.320 -2.611 1.924 0.0 0.0 0.0
H 2.536 -2.837 0.635 0.0 0.0 0.0
H 4.815 -1.807 -0.147 0.0 0.0 0.0
H 6.134 0.255 -0.672 0.0 0.0 0.0
H 4.985 2.471 -0.548 0.0 0.0 0.0
H 2.600 2.560 0.052 0.0 0.0 0.0
N 0.032 2.216 0.123 0.1 0.0 0.0
C 0.166 3.428 0.999 0.0 -0.1 0.0
C -0.968 3.493 2.004 0.0 0.1 0.0
C -1.119 2.220 2.831 -0.1 -0.1 0.0
C 0.204 1.735 3.401 0.1 0.0 0.0
N 0.807 0.627 2.573 0.0 -0.1 0.0
H 0.493 2.408 -0.766 0.0 0.0 0.0
H -0.954 2.145 -0.140 0.0 0.0 0.1
H 0.167 4.311 0.361 0.0 0.0 0.0
H 1.136 3.380 1.494 0.0 0.0 0.0
H -1.904 3.734 1.494 0.0 0.0 0.0
H -0.765 4.334 2.669 0.0 0.0 0.0
H -1.578 1.413 2.240 0.0 0.0 0.0
H -1.825 2.398 3.640 0.0 0.0 0.0
H 0.092 1.336 4.409 0.0 0.0 0.0
H 0.934 2.540 3.462 0.0 0.0 0.0
H 0.398 -0.242 2.925 0.0 0.0 0.0
H 1.794 0.550 2.818 0.0 0.0 0.0
C -3.493 1.050 -1.359 0.0 0.0 0.0
C -3.187 0.628 -2.788 0.0 -0.1 0.0
C -2.020 -0.348 -2.885 0.0 0.0 0.1
S -0.445 0.416 -2.404 0.0 -0.1 0.1
O -0.178 -0.240 -0.987 0.2 -0.1 0.0
C 0.711 -0.436 -3.492 -0.1 0.0 0.0
C 0.702 0.186 -4.889 0.0 -0.1 0.0
C 1.178 1.631 -4.929 0.0 0.0 0.0
H -4.222 1.858 -1.332 0.0 0.0 0.0
H -2.594 1.418 -0.846 0.0 0.0 0.0
H -3.889 0.218 -0.774 0.0 0.0 0.0
H -3.001 1.493 -3.426 0.0 0.0 0.0
H -4.051 0.118 -3.219 0.0 0.0 0.0
H -1.866 -0.734 -3.894 0.0 0.1 0.0
H -2.116 -1.196 -2.202 0.0 0.0 0.0
H 0.427 -1.490 -3.493 0.0 0.0 0.0
H 1.682 -0.327 -3.003 0.0 0.1 0.0
H -0.288 0.080 -5.339 0.0 0.0 0.0
H 1.360 -0.443 -5.492 0.0 0.0 0.0
H 0.500 2.314 -4.413 0.0 0.0 0.0
H 1.249 1.975 -5.959 0.0 0.0 0.0
H 2.173 1.728 -4.490 0.0 0.0 0.0
```
Forces are in eV/Å.

The total charge is +3. Its energy relative to the best compared isomer or geometry (same formula, charge and spin) is 0.0 kJ/mol. The HOMO energy is -0.6274 Eh.